## i
101
Properties=species:S:1:pos:R:3 method="wB97M-V/def2-TZVPD" homo_energy_ev="-10.2261 / -10.4917" e_lumo_ev="-2.46 / -4.30" homo_lumo_gap_ev="7.76 / 6.19" total_charge=+1 spin_multiplicity=4
Tc 1.1003 -0.5205 -0.0538
S -0.1063 -1.1081 1.9923
P -1.4344 0.2063 1.1566
C -0.4476 0.7903 -0.0973
P -0.2957 1.4438 -1.6604
S 1.6301 0.8899 -2.0050
C -0.5083 3.2298 -1.7748
C 0.0565 4.0258 -0.7786
C -0.0548 5.4032 -0.8400
C -0.7278 5.9942 -1.9036
C -1.2852 5.2076 -2.9011
C -1.1784 3.8249 -2.8396
C -1.4132 0.7539 -2.8945
C -0.9457 0.3024 -4.1230
C -1.8466 -0.1167 -5.0907
C -3.2090 -0.0874 -4.8284
C -3.6768 0.3492 -3.5952
C -2.7805 0.7749 -2.6290
C -2.9524 -0.6585 0.7109
C -2.8949 -1.9893 0.3061
C -4.0603 -2.6436 -0.0612
C -5.2747 -1.9740 -0.0370
C -5.3332 -0.6447 0.3625
C -4.1755 0.0125 0.7446
C -1.9348 1.4924 2.3138
C -2.1440 2.7825 1.8335
C -2.5358 3.7881 2.7046
C -2.7095 3.5061 4.0532
C -2.5021 2.2178 4.5312
C -2.1169 1.2091 3.6620
H 0.5799 3.5571 0.0459
H 0.3843 6.0184 -0.0652
H -0.8151 7.0718 -1.9532
H -1.8068 5.6688 -3.7293
H -1.6173 3.2150 -3.6191
H 0.1198 0.2692 -4.3171
H -1.4829 -0.4745 -6.0448
H -3.9112 -0.4128 -5.5855
H -4.7390 0.3602 -3.3871
H -3.1505 1.1281 -1.6738
H -1.9426 -2.5054 0.2736
H -4.0131 -3.6790 -0.3731
H -6.1827 -2.4908 -0.3211
H -6.2828 -0.1264 0.3942
H -4.2281 1.0409 1.0819
H -1.9909 3.0082 0.7831
H -2.7015 4.7903 2.3309
H -3.0067 4.2923 4.7351
H -2.6392 2.0006 5.5825
H -1.9493 0.2047 4.0351
O 4.0950 -1.7931 -0.1588
C 3.0079 -1.5051 -0.1788
O 0.1770 -1.8909 -1.1664
C 0.5064 -3.1888 -1.6312
C 0.2497 -4.1941 -0.5152
C -0.6524 -5.2157 -0.4827
C -0.6374 -5.9337 0.7447
C 0.2805 -5.4492 1.6222
S 1.1392 -4.1275 0.9600
C -0.4271 -3.4810 -2.7955
C -0.2116 -4.2952 -3.8684
C -1.3497 -4.4010 -4.7132
C -2.3962 -3.6568 -4.2615
S -2.0106 -2.8237 -2.8195
C 1.9389 -3.3100 -2.1286
C 2.8516 -4.2980 -1.8825
C 4.0612 -4.1336 -2.6068
C 4.0391 -3.0325 -3.4058
S 2.5566 -2.1938 -3.2944
H -1.3033 -5.4504 -1.3137
H -1.2811 -6.7744 0.9608
H 0.5017 -5.8011 2.6178
H 0.7255 -4.8063 -4.0419
H -1.3821 -4.9927 -5.6170
H -3.3666 -3.5341 -4.7186
H 2.6587 -5.1232 -1.2132
H 4.9071 -4.8025 -2.5361
H 4.8243 -2.6685 -4.0510
C 3.6055 2.3415 0.5839
As 2.4097 1.1040 1.4745
C 1.4029 2.2595 2.6529
C 3.5948 0.1325 2.7034
C 4.0687 0.9890 3.8389
C 3.3573 1.0274 5.0357
C 3.7620 1.8558 6.0713
C 4.8844 2.6587 5.9235
C 5.6063 2.6183 4.7396
C 5.2018 1.7873 3.7047
H 4.1218 2.9467 1.3273
H 3.0238 2.9782 -0.0794
H 4.3284 1.7911 -0.0162
H 2.0887 2.9296 3.1678
H 0.8682 1.6552 3.3823
H 0.6813 2.8234 2.0669
H 4.4268 -0.2331 2.1011
H 3.0310 -0.7298 3.0610
H 2.4843 0.3953 5.1591
H 3.2037 1.8693 6.9986
H 5.2022 3.3036 6.7322
H 6.4934 3.2279 4.6244
H 5.7839 1.7464 2.7906

## ii
101
Properties=species:S:1:pos:R:3 method="wB97M-V/def2-TZVPD" homo_energy_ev="-10.3055 / -10.4466" e_lumo_ev="-2.82 / -4.10" homo_lumo_gap_ev="7.49 / 6.35" total_charge=+1 spin_multiplicity=4
Tc -0.0917 0.3929 0.0349
S 1.8677 -0.5834 1.2233
P 0.4913 -1.9496 1.9073
C -0.8791 -1.1769 1.2281
P -2.4091 -1.5684 0.5646
S -2.4788 -0.0086 -0.7626
C -3.8128 -1.3916 1.6743
C -3.9606 -0.1681 2.3282
C -5.0636 0.0539 3.1376
C -6.0334 -0.9357 3.2727
C -5.9028 -2.1426 2.6008
C -4.7924 -2.3763 1.7985
C -2.6593 -3.1645 -0.2240
C -3.2487 -3.2412 -1.4844
C -3.4935 -4.4877 -2.0510
C -3.1465 -5.6447 -1.3646
C -2.5648 -5.5679 -0.1038
C -2.3228 -4.3281 0.4703
C 0.9645 -3.6002 1.3622
C 0.6840 -4.0077 0.0581
C 1.1658 -5.2211 -0.4096
C 1.9259 -6.0343 0.4261
C 2.1963 -5.6386 1.7297
C 1.7211 -4.4205 2.2023
C 0.5607 -2.0659 3.7011
C -0.3851 -2.8590 4.3516
C -0.3360 -2.9996 5.7309
C 0.6615 -2.3568 6.4578
C 1.5967 -1.5602 5.8111
C 1.5464 -1.4070 4.4295
H -3.2278 0.6092 2.1717
H -5.1705 1.0043 3.6510
H -6.9040 -0.7565 3.8972
H -6.6700 -2.9046 2.6939
H -4.6894 -3.3224 1.2788
H -3.5089 -2.3327 -2.0147
H -3.9583 -4.5543 -3.0288
H -3.3272 -6.6149 -1.8154
H -2.3032 -6.4745 0.4315
H -1.8713 -4.2660 1.4558
H 0.0753 -3.3874 -0.5855
H 0.9495 -5.5315 -1.4268
H 2.3067 -6.9828 0.0596
H 2.7791 -6.2792 2.3842
H 1.9422 -4.1111 3.2165
H -1.1639 -3.3635 3.7824
H -1.0690 -3.6169 6.2390
H 0.7051 -2.4767 7.5354
H 2.3642 -1.0480 6.3807
H 2.2631 -0.7738 3.9225
O 0.3276 -1.6886 -2.1832
C 0.1888 -0.9419 -1.3754
O -0.3087 1.8089 1.3183
C -0.6316 2.9250 2.1422
C 0.4051 3.9960 1.8121
C 0.2403 5.2965 1.4529
C 1.4868 5.9881 1.2815
C 2.5607 5.1915 1.5256
S 2.0781 3.6096 1.9699
C -2.0279 3.4635 1.8227
C -2.9780 3.9496 2.6652
C -4.1548 4.4006 1.9829
C -4.0665 4.2465 0.6368
S -2.5648 3.5569 0.1913
C -0.5423 2.6658 3.6481
C -0.0847 3.5295 4.5986
C -0.2602 3.0453 5.9327
C -0.8466 1.8207 5.9605
S -1.1807 1.2544 4.3820
H -0.7303 5.7604 1.3139
H 1.5638 7.0330 0.9966
H 3.6136 5.4468 1.4649
H -2.8440 3.9938 3.7419
H -5.0186 4.8270 2.4826
H -4.8020 4.4873 -0.1236
H 0.3577 4.4919 4.3615
H 0.0382 3.5940 6.8210
H -1.0960 1.2039 6.8186
C -0.4368 2.7041 -2.9874
As 0.8772 2.0445 -1.7280
C 2.0720 1.1706 -2.9832
C 1.9264 3.6320 -1.2358
C 2.2983 4.4711 -2.4204
C 3.4922 4.2605 -3.1079
C 3.8318 5.0516 -4.1982
C 2.9802 6.0679 -4.6140
C 1.7898 6.2910 -3.9307
C 1.4519 5.4950 -2.8443
H 0.0712 3.2747 -3.7558
H -1.1773 3.3212 -2.4886
H -0.9326 1.8437 -3.4317
H 2.3754 1.8861 -3.7385
H 1.5522 0.3459 -3.4649
H 2.9481 0.7832 -2.4686
H 2.7960 3.2512 -0.7160
H 1.3227 4.1921 -0.5277
H 4.1744 3.4847 -2.7712
H 4.7669 4.8762 -4.7214
H 3.2492 6.6930 -5.4591
H 1.1243 7.0904 -4.2417
H 0.5263 5.6781 -2.3037

Q: Which of them is the most stable? A: i.